An isolated ion of composition C5H8F3N2O2 and charge -1 at a distorted geometry. Source: OMol25; level of theory: ωB97M-V with the def2-TZVPD basis set.

Cartesian coordinates (Å):
C  -0.7027  -1.7851  0.3823
C  0.2292  -0.7226  -0.1853
N  1.6428  -0.6857  0.3537
C  -0.3599  0.9863  -0.3673
N  -0.9349  1.6156  0.7104
C  -0.1222  2.2165  1.8415
O  -0.6659  3.1351  2.4545
O  1.0175  1.7099  1.9082
C  0.3015  -0.9517  -1.6594
F  -0.8413  -1.0152  -2.4684
F  1.0694  -0.0786  -2.3016
F  0.7838  -2.1969  -1.9168
H  -0.4224  -2.7539  0.0769
H  -0.7923  -1.8066  1.5180
H  -1.7032  -1.4427  -0.0296
H  1.5486  -0.0300  1.1935
H  2.1830  -0.1558  -0.4170
H  0.5683  1.4931  -0.5926
H  -0.9126  1.0594  -1.3245
H  -1.8869  1.4088  0.8238

Summary:
Gap between HOMO and LUMO in eV: 7.687
Highest occupied orbital energy in Eh: -0.152
Net charge: -1
E_tot in Ha: -754.974113

---

A 2-piece molecular cluster, C5H8F5NO overall at a distorted geometry. Source: OMol25; level of theory: ωB97M-V with the def2-TZVPD basis set.

Cartesian coordinates (Å):
C  -1.5068  -1.8780  -0.0055
C  -1.0538  1.6733  -1.1612
C  -1.2906  -0.3661  0.1591
C  1.5251  1.0116  0.0778
C  2.2639  -0.4374  -0.1180
N  -1.0754  0.0401  1.4531
O  -1.3852  0.2969  -0.8992
F  1.4170  1.1931  1.4933
F  2.4997  1.9573  -0.2508
F  1.4094  -1.4578  0.2770
F  3.4131  -0.5180  0.5077
F  2.5647  -0.6318  -1.4020
H  -0.6252  -2.3117  0.3558
H  -2.4730  -2.3512  0.5372
H  -1.5403  -2.0039  -1.0950
H  -1.5601  2.2320  -0.3365
H  -1.3957  1.7818  -2.2571
H  0.0769  1.6155  -0.9714
H  -0.6906  -0.6855  2.0904
H  -0.5730  0.8400  1.5452

Summary:
Gap between HOMO and LUMO in eV: 7.518
Highest occupied orbital energy in Eh: -0.268
Net charge: 0
E_tot in Ha: -824.515454

---

An isolated molecule of C5H8FN at a distorted geometry. Source: OMol25; level of theory: ωB97M-V with the def2-TZVPD basis set.

Cartesian coordinates (Å):
C  0.0526  -0.8107  1.1869
C  0.0058  -0.1697  -1.3920
C  0.9289  -1.3621  -0.9203
C  -0.7745  0.2938  0.6184
C  -0.2586  1.6679  0.6979
N  0.8475  -1.4642  0.5041
F  -2.1091  0.1093  0.8230
H  -0.2029  -1.0568  2.1562
H  0.5660  0.7398  -1.6033
H  -1.0936  -0.2845  -1.5771
H  0.6529  -2.3207  -1.4463
H  1.9776  -1.1150  -1.2022
H  0.7161  1.6036  0.3449
H  -0.4202  1.9195  1.7145
H  -0.8886  2.2498  0.0954

Summary:
Gap between HOMO and LUMO in eV: 9.233
Highest occupied orbital energy in Eh: -0.306
Net charge: 0
E_tot in Ha: -349.802236

---

An isolated molecule of C5H8FN at a distorted geometry. Source: OMol25; level of theory: ωB97M-V with the def2-TZVPD basis set.

Cartesian coordinates (Å):
C  -1.1971  -1.1275  -1.0989
C  -0.1821  0.3314  0.9152
C  -1.6767  -0.0597  0.8633
C  0.6421  -0.5764  0.0108
C  1.7483  0.0554  -0.7693
N  -2.0585  -0.8196  -0.2692
F  0.9929  -1.7257  0.6734
H  -1.1273  -1.6489  -1.9818
H  0.0577  1.2790  0.6030
H  0.0355  0.4009  2.0058
H  -2.1046  -0.6688  1.8102
H  -2.4119  0.7398  0.9204
H  1.3007  0.5232  -1.8027
H  2.4281  -0.6318  -1.1510
H  2.2002  0.7727  -0.2457

Summary:
Gap between HOMO and LUMO (alpha / beta) in eV: 6.253 / 9.415
2S+1: 3
Highest occupied orbital energy (alpha / beta) in Eh: -0.191 / -0.386
Net charge: 0
E_tot in Ha: -349.693936

---

An isolated molecule of C5H8FNO at a distorted geometry. Source: OMol25; level of theory: ωB97M-V with the def2-TZVPD basis set.

Cartesian coordinates (Å):
O  0.3716  1.7737  -0.3030
C  -0.2936  0.7890  0.4453
C  0.7090  -0.0588  1.2072
N  1.3891  -0.6514  -0.0124
C  0.3859  -0.7603  -1.1303
C  -0.8808  -0.3519  -0.4582
F  -1.2582  -1.4447  0.3351
C  -1.7199  0.7958  0.0041
H  1.2891  1.4708  -0.4232
H  0.2596  -0.7660  1.8460
H  1.4016  0.5528  1.7769
H  1.8051  -1.5743  0.2024
H  0.3657  -1.7751  -1.5181
H  0.6496  -0.1018  -1.9542
H  -1.9157  1.6310  -0.6476
H  -2.5582  0.4714  0.6299

Summary:
Gap between HOMO and LUMO in eV: 9.388
Highest occupied orbital energy in Eh: -0.309
Net charge: 0
E_tot in Ha: -425.060292

---

An isolated molecule of C5H8FNOS at a distorted geometry. Source: OMol25; level of theory: ωB97M-V with the def2-TZVPD basis set.

Cartesian coordinates (Å):
C  -2.1515  1.3900  0.4439
O  -1.3995  0.1994  0.2087
C  -0.0640  0.5015  0.0629
C  0.6525  1.6188  0.0320
S  2.3242  1.2761  -0.2552
C  1.9977  -0.5147  -0.2391
F  2.3851  -1.0946  0.9763
N  0.6087  -0.6401  -0.2935
C  0.0839  -1.9879  -0.3434
H  -3.1738  1.0411  0.3891
H  -1.9227  2.0566  -0.2782
H  -1.6874  1.6701  1.4474
H  0.2349  2.5191  0.1320
H  2.4359  -1.0600  -1.0574
H  0.7371  -2.6569  -1.0031
H  -0.1605  -2.3938  0.6346
H  -0.9006  -1.9247  -0.8571

Summary:
Gap between HOMO and LUMO in eV: 8.386
Highest occupied orbital energy in Eh: -0.278
Net charge: 0
E_tot in Ha: -823.301646

---

A 2-piece molecular cluster, C5H8FNS overall at a distorted geometry. Source: OMol25; level of theory: ωB97M-V with the def2-TZVPD basis set.

Cartesian coordinates (Å):
C  1.2091  1.2086  1.9137
C  -0.0494  1.7895  1.3292
F  -1.1315  1.4420  2.1800
C  -0.4071  2.4920  0.2807
S  0.6579  3.0490  -0.9680
H  1.3650  1.7875  2.8245
H  1.9324  1.3296  1.1070
H  0.9199  0.2185  2.3425
H  -1.3784  2.5847  -0.0154
H  -0.2088  3.7540  -1.5404
C  -0.0679  -1.9181  -1.0508
C  -1.2489  -1.1168  -0.8213
N  -2.2205  -0.5317  -0.6236
H  -0.2773  -2.9694  -1.3150
H  0.4094  -1.7812  -0.0490
H  0.4040  -1.3065  -1.9360

Summary:
Gap between HOMO and LUMO in eV: 9.044
Highest occupied orbital energy in Eh: -0.310
Net charge: 0
E_tot in Ha: -748.050893

---

An isolated molecule of C5H8FNS at a distorted geometry. Source: OMol25; level of theory: ωB97M-V with the def2-TZVPD basis set.

Cartesian coordinates (Å):
C  -0.6059  -0.4455  1.6122
C  -0.3086  0.1120  0.0760
C  -1.1301  -0.8118  -0.9786
F  -2.4861  -1.0299  -0.7632
N  -0.0086  1.4521  -0.5210
C  1.3873  1.1892  -0.5333
C  1.1521  -0.2294  -0.3159
S  1.9060  -1.6060  -0.3516
H  -0.3437  -1.5333  1.6008
H  -1.6411  -0.3288  2.1223
H  0.1912  -0.0031  2.1398
H  -0.5562  -1.8379  -0.9646
H  -0.9917  -0.2838  -2.0599
H  -0.5284  2.4262  -0.1185
H  1.9574  1.5486  -1.3591
H  2.0064  1.3814  0.4145

Summary:
Gap between HOMO and LUMO in eV: 8.547
Highest occupied orbital energy in Eh: -0.322
Net charge: 0
E_tot in Ha: -747.994142

---

An isolated molecule of C5H8FNS at a distorted geometry. Source: OMol25; level of theory: ωB97M-V with the def2-TZVPD basis set.

Cartesian coordinates (Å):
F  -0.8428  1.9161  -0.4786
C  0.2025  1.6739  0.3854
C  0.4873  0.1807  0.3243
C  -0.7214  -0.5681  0.8238
S  -1.9819  -0.9539  -0.1072
C  0.9474  -0.2856  -1.0785
N  1.9794  -1.0774  -0.4693
C  1.8114  -0.3602  0.8111
H  -0.0642  2.0472  1.3720
H  1.0893  2.2838  0.0608
H  -0.6828  -0.7332  1.8997
H  0.2002  -0.8031  -1.6984
H  1.3372  0.5843  -1.6583
H  2.8698  -1.0235  -0.9373
H  2.5733  0.3857  0.9935
H  1.7542  -1.0262  1.6796

Summary:
Gap between HOMO and LUMO in eV: 8.479
Highest occupied orbital energy in Eh: -0.319
Net charge: 0
E_tot in Ha: -748.051947

---

C5H8I2O2S as an isolated structure at a distorted geometry. Source: OMol25; level of theory: ωB97M-V with the def2-TZVPD basis set.

Cartesian coordinates (Å):
C  -1.2357  0.0965  3.1875
C  -0.1925  -0.2332  2.4347
C  0.9046  0.5414  -2.7785
C  0.1133  -0.2972  -1.8130
C  0.2273  0.3679  -0.4158
O  0.1673  -2.1871  0.6810
O  -1.8584  -0.8392  0.5950
S  -0.4633  -0.8735  0.7158
I  -1.1096  1.0631  5.0782
I  1.7820  -0.3380  3.0147
H  -2.2728  -0.0642  2.7875
H  0.5249  1.5812  -3.0780
H  2.0393  0.6801  -2.5453
H  0.8709  0.1290  -3.7187
H  0.4797  -1.2060  -1.6625
H  -0.8797  -0.3357  -1.9656
H  1.2693  0.6365  -0.0724
H  -0.3666  1.2784  -0.4448

Summary:
Gap between HOMO and LUMO (alpha / beta) in eV: 6.067 / 6.213
2S+1: 3
Highest occupied orbital energy (alpha / beta) in Eh: -0.222 / -0.358
Net charge: 0
E_tot in Ha: -1339.141954